DFT (wB97M-V/def2-TZVPD) results for a structure of composition C8H6Br3N2S.

Properties
Molecular weight (g/mol): 401.9
Gap between HOMO and LUMO (alpha / beta) (eV): 7.75 / 5.64
⟨S²⟩: 2.023
HOMO energy (alpha / beta) (eV): -11.33 / -12.57

```
! RIJCOSX wB97M-V def2-TZVPD def2/J DEFGRID3
* xyz 1 3
C -0.35742 0.56563 2.99756
C 0.83545 -0.06486 3.19735
C -0.80886 0.65317 1.73957
C 1.48350 -0.61712 2.17278
C -0.15622 0.11461 0.60527
C 1.06817 -0.55476 0.86290
C 0.14626 0.34346 -1.71958
C -1.46472 -0.18476 -3.81178
N 1.31457 -0.18657 -1.70243
N -0.67990 0.34542 -0.69868
S 2.05027 -1.17130 -0.41814
Br -0.58635 0.63637 -5.22205
Br -1.31920 -2.06862 -3.66875
Br -3.00978 0.64970 -3.13495
H -0.96869 0.97919 3.93275
H 1.24287 -0.23330 4.25136
H -1.73213 1.22312 1.65609
H 2.49657 -1.11384 2.21379
H 2.10235 -0.01245 -2.35046
H -1.65674 0.69692 -0.90259
*
```

---

DFT (wB97M-V/def2-TZVPD) results for the molecule C4H5N3O.

Properties
Molecular weight (g/mol): 111.1
Energy above the lowest of the compared OMol25 structures with the same formula, charge and spin (kJ/mol): 252.22
Gap between HOMO and LUMO (eV): 9.13
HOMO energy (eV): -8.32
Structure (SMILES): C=Nn1cc[nH]c1=O

```
! RIJCOSX wB97M-V def2-TZVPD def2/J DEFGRID3
* xyz 0 1
C -1.30000 2.01107 0.49863
N -0.89632 1.33781 -0.54240
N -0.24362 0.20982 -0.39232
C 0.43725 -0.50222 -1.40348
C 1.16852 -1.46819 -0.79954
N 0.95415 -1.32875 0.52626
C 0.06376 -0.36753 0.80258
O -0.34148 -0.12052 1.89895
H -1.82603 2.88910 0.17076
H -1.31044 1.60964 1.51125
H 0.31239 -0.03070 -2.35888
H 1.99227 -2.04066 -1.14131
H 0.98955 -2.19889 1.22951
*
```

---

DFT (wB97M-V/def2-TZVPD) results for a structure of composition C37H34BiN3O2S2Te.

Properties
Molecular weight (g/mol): 953.4
Energy above the lowest of the compared OMol25 structures with the same formula, charge and spin (kJ/mol): 0.00
Gap between HOMO and LUMO (alpha / beta) (eV): 7.19 / 6.28
⟨S²⟩: 0.756
HOMO energy (alpha / beta) (eV): -9.54 / -9.85

```
! RIJCOSX wB97M-V def2-TZVPD def2/J DEFGRID3
* xyz 1 2
Bi -1.15954 1.14588 -0.05054
S -4.20918 -1.89598 2.09548
C -2.75945 -2.05355 3.03687
C -2.52397 -2.85229 4.15127
C -1.27649 -2.78416 4.74212
C -0.28266 -1.94105 4.23115
C -0.51348 -1.15373 3.12110
C -1.76891 -1.21322 2.52360
N -2.18051 -0.48109 1.41609
C -3.41603 -0.74173 1.08689
C -4.04894 -0.05980 -0.03734
C -5.36436 -0.32733 -0.40905
C -5.93453 0.36197 -1.46402
C -5.19274 1.32789 -2.13340
C -3.88058 1.59030 -1.76272
C -3.27982 0.89275 -0.72006
H -3.29355 -3.50135 4.54671
H -1.06770 -3.39068 5.61307
H 0.68632 -1.91386 4.71257
H 0.24304 -0.50500 2.69561
H -5.94574 -1.06974 0.12580
H -6.95579 0.15805 -1.75569
H -5.64502 1.88419 -2.94516
H -3.31749 2.35748 -2.27538
O -1.02472 2.70084 -1.94839
S -0.21805 2.76588 -3.24162
C -1.22119 3.77952 -4.36196
C -2.18259 2.85005 -5.09070
C -1.35528 1.61302 -5.42685
C -0.61072 1.23241 -4.15061
H -0.51502 4.24450 -5.05356
H -1.67957 4.55699 -3.75278
H -2.59396 3.32850 -5.97890
H -3.01752 2.58132 -4.44172
H -0.64368 1.84624 -6.22178
H -1.96956 0.78246 -5.77405
H 0.30949 0.67454 -4.30137
H -1.24657 0.68405 -3.45040
O 1.53425 0.73478 1.49488
N 2.43509 0.95627 2.40264
C 2.86280 2.21465 2.63919
C 3.82292 2.46619 3.59437
C 4.35978 1.42175 4.33058
C 3.90998 0.13689 4.07211
C 2.95413 -0.07744 3.10311
H 2.39043 2.96688 2.02683
H 4.13937 3.48725 3.75337
H 5.10951 1.60542 5.08678
H 4.29729 -0.71564 4.61231
H 2.56671 -1.04997 2.82661
N 1.66565 0.77292 -1.97593
C 2.61890 0.98152 -1.36806
C 3.81820 1.26077 -0.62841
C 4.34029 2.55258 -0.63275
C 5.49936 2.81976 0.07690
C 6.12900 1.80574 0.78616
C 5.60539 0.51902 0.78611
C 4.44964 0.23950 0.07717
H 3.84153 3.33187 -1.19342
H 5.91393 3.81884 0.07272
H 7.03653 2.01696 1.33641
H 6.10227 -0.26974 1.33526
H 4.02843 -0.75747 0.07040
C -0.03833 -4.19630 1.35758
Te 2.03595 -3.68562 1.24224
C 1.42817 -2.24017 -0.21653
C -0.00336 -2.56609 -0.55649
C -0.63123 -1.93726 -1.63344
C -1.95514 -2.21264 -1.93783
C -2.66491 -3.12510 -1.16715
C -2.04301 -3.75936 -0.10441
C -0.71124 -3.48925 0.20807
H -0.44330 -3.87651 2.31661
H -0.14523 -5.27603 1.27514
H 2.06736 -2.31148 -1.09496
H 1.51134 -1.23760 0.20658
H -0.05851 -1.24282 -2.23814
H -2.43502 -1.72490 -2.77801
H -3.69738 -3.34999 -1.40348
H -2.59147 -4.48244 0.48858
*
```

---

- Number 3 is which compound?
  C37H34BiN3O2S2Te